# 1
DFT (ωB97M-V with the def2-TZVPD basis set) results for C8F24KN4O16S8 as an isolated structure at a distorted geometry.

```
61
Properties=species:S:1:pos:R:3:lowdin_charge:R:1
K 18.4852 6.3962 1.9956 0.793
C 15.9266 5.0561 -0.7386 -0.628
F 14.8749 4.4255 -1.2565 0.127
F 16.3788 4.3371 0.2720 0.133
F 16.8609 5.2032 -1.6880 0.128
S 15.3179 6.8489 -0.1303 0.745
O 16.1462 7.6872 -1.0217 -0.339
O 13.8614 6.9425 -0.3637 -0.320
N 15.9842 6.8975 1.5124 -0.414
S 14.7136 7.0043 2.3535 0.575
O 13.8971 8.2837 2.2117 -0.373
O 13.8989 5.7835 2.4229 -0.320
C 15.6192 7.1457 4.0841 -0.695
F 16.6309 8.0017 4.0621 0.132
F 14.7247 7.3912 5.0145 0.166
F 16.1704 5.9734 4.2140 0.145
C 19.4110 2.8016 3.5837 -0.667
F 19.5301 3.3516 4.7800 0.160
F 18.9862 3.6860 2.7349 0.125
F 20.5771 2.2739 3.2419 0.138
S 18.0955 1.3228 3.7672 0.712
O 18.8162 0.1266 4.2386 -0.351
O 17.2773 1.7620 4.9084 -0.330
N 17.4120 1.0077 2.2002 -0.301
S 15.9254 1.0323 2.5055 0.496
O 15.4987 -0.1414 3.2847 -0.339
O 15.3628 2.3043 2.8714 -0.306
C 15.1714 0.7214 0.7471 -0.559
F 15.9488 -0.2763 0.1765 0.047
F 13.8536 0.2617 0.6860 0.065
F 15.2589 1.8103 0.0109 0.125
C 22.5228 4.6391 1.5650 -0.594
F 21.5160 3.8273 1.2510 0.115
F 22.3951 4.9211 2.9194 0.074
F 23.6619 4.0092 1.3471 0.143
S 22.4303 6.2511 0.4195 0.706
O 23.7871 6.7653 0.5137 -0.308
O 22.0376 5.6432 -0.8513 -0.323
N 21.0691 7.1551 1.1161 -0.335
S 21.4328 8.5450 0.5482 0.547
O 22.5768 9.1853 1.2285 -0.323
O 21.4228 8.6169 -0.9339 -0.334
C 19.8316 9.5180 1.0008 -0.674
F 20.1476 10.7999 1.1384 0.130
F 18.9893 9.5135 -0.0337 0.120
F 19.1379 9.1837 2.0681 0.109
C 22.6745 7.6812 5.0314 -0.650
F 23.1801 7.2813 3.7863 0.076
F 22.6123 6.6696 5.7814 0.208
F 23.4559 8.6554 5.4855 0.127
S 20.9068 8.5021 4.8045 0.723
O 21.1083 9.6138 3.8710 -0.311
O 20.0290 7.4019 4.3046 -0.389
N 20.5338 8.9760 6.4226 -0.315
S 18.9796 9.2383 6.4186 0.567
O 18.5814 10.0766 5.2400 -0.349
O 18.2364 8.0392 6.6525 -0.302
C 18.5577 10.4105 7.8796 -0.631
F 18.8733 9.7902 9.0719 0.063
F 19.3493 11.4966 7.8170 0.102
F 17.2909 10.7405 7.9186 0.158
```

Calculated values
Frontier orbital gap   8.865 eV
Highest occupied orbital energy   -3.23 eV
E_tot   -7909.87326 Ha
2S+1   1
Total charge   -3
Relative energy (zero: lowest compared OMol25 entry of this formula, charge and spin)   128.62 kcal per mole



# 2
DFT (ωB97M-V with the def2-TZVPD basis set) results for C10H19Cl2GaHfNO4 as an isolated structure at a distorted geometry.

```
38
Properties=species:S:1:pos:R:3:lowdin_charge:R:1
C -1.6641 2.3616 -3.4572 -0.088
C -2.0384 0.8601 -3.8812 -0.187
C -1.7581 -0.2558 -2.7630 -0.202
C -0.8071 0.2200 -1.5346 -0.338
O -0.6038 -0.8806 -0.5428 -0.412
Ga 0.8395 -0.4265 0.6645 0.512
C 1.2766 1.5681 0.4807 -0.163
C 2.3080 2.1163 1.5937 -0.275
O 2.0794 3.1607 2.2274 0.070
C 2.5264 -1.5275 0.0373 -0.168
O 3.3508 -1.9467 1.1361 -0.121
N 4.1689 -0.9288 1.5728 0.023
O 4.0120 -0.8108 2.7460 0.136
C 0.4840 -1.0258 2.6443 -0.512
Cl 0.3645 0.3670 3.8009 0.895
C -0.9038 -1.8560 2.7268 -0.707
C -2.1386 -1.0328 3.3373 -0.142
Cl -0.5477 -3.2881 3.8347 0.785
H -1.6778 2.9784 -4.4286 0.120
H -2.5006 2.7499 -2.7931 0.104
H -0.6190 2.4928 -3.0243 0.081
H -1.5601 0.6464 -4.8968 0.137
H -3.1731 0.8535 -4.0731 0.149
H -1.2052 -1.1452 -3.3232 -0.019
H -2.7495 -0.6939 -2.3728 0.179
H -1.2385 1.0908 -0.9478 0.185
H 0.2745 0.4506 -1.9641 0.083
H 0.3584 2.2530 0.5632 0.095
H 1.6837 1.7387 -0.5847 0.097
H 3.2800 1.5358 1.7655 0.120
H 3.1257 -0.9485 -0.7505 0.129
H 2.0921 -2.4546 -0.4975 0.058
H 1.3572 -1.7049 2.9706 0.095
H -1.1324 -2.2952 1.6914 0.104
H -2.2511 -0.0129 2.8155 0.097
H -3.0901 -1.6224 3.0710 0.118
H -2.0779 -0.9183 4.4776 0.109
Hf 0.1555 -1.6683 -2.3219 1.855
```

Calculated values
Frontier orbital gap   2.944 eV
Highest occupied orbital energy   -18.34 eV
E_tot   -3639.65871 Ha
2S+1   1
Total charge   +3



# 3
DFT (ωB97M-V with the def2-TZVPD basis set) results for C19H20N7NiO2 as an isolated structure.

```
49
Properties=species:S:1:pos:R:3:lowdin_charge:R:1
Ni 0.7439 -0.6463 -0.6251 0.672
C 4.9427 -0.9687 -1.1306 -0.043
C 3.6026 -0.2955 -0.9525 -0.479
O 2.5979 -1.0590 -1.1902 -0.124
C 3.5701 1.0263 -0.5574 -0.050
C 2.3875 1.8249 -0.3799 -0.348
C 2.5369 3.2794 -0.0262 -0.052
N 1.2145 1.3045 -0.5266 -0.039
N 0.1109 2.1401 -0.3315 0.075
C -0.9765 1.4478 -0.5500 -0.465
O -1.0308 0.2117 -0.8933 -0.093
C -2.2777 2.1639 -0.3680 -0.144
C -3.4479 1.4254 -0.2335 -0.019
C -4.6617 2.0733 -0.0392 -0.092
C -4.7153 3.4601 0.0113 -0.116
C -3.5466 4.1998 -0.1314 -0.104
C -2.3335 3.5537 -0.3174 -0.044
H 4.9260 -1.5623 -2.0452 0.075
H 5.1121 -1.6572 -0.2987 0.078
H 5.7653 -0.2546 -1.1704 0.065
H 4.5199 1.5232 -0.4116 0.079
H 3.5882 3.5434 0.0833 0.062
H 1.9989 3.4977 0.8974 0.070
H 2.0810 3.9048 -0.7946 0.074
H -3.3849 0.3454 -0.2838 0.116
H -5.5678 1.4903 0.0730 0.095
H -5.6629 3.9643 0.1604 0.089
H -3.5820 5.2824 -0.0985 0.091
H -1.4133 4.1125 -0.4225 0.100
N 0.5798 -0.8783 3.4965 -0.009
C 1.2276 -0.3825 2.4526 -0.144
N 0.8269 -1.0063 1.3683 0.077
C -0.1451 -1.8919 1.8005 -0.312
N -0.3125 -1.8496 3.1215 0.093
C -0.8189 -2.6700 0.8181 -0.210
C -2.0361 -3.3000 1.0181 -0.178
N -2.8602 -3.7500 0.0892 -0.015
C -2.4234 -3.4160 -1.1909 -0.204
C -1.2631 -2.8410 -1.5186 -0.130
N -0.2308 -2.5803 -0.5281 -0.203
H 0.6313 -0.5907 4.4550 0.137
H 1.9737 0.3953 2.4991 0.129
H -2.3678 -3.3899 2.0523 0.101
H -3.1342 -3.6012 -1.9910 0.083
H -1.0123 -2.5769 -2.5373 0.096
C 0.8583 -3.5712 -0.6833 -0.079
H 1.6223 -3.3828 0.0710 0.077
H 1.3129 -3.4580 -1.6687 0.077
H 0.4740 -4.5898 -0.5719 0.089
```

Calculated values
Frontier orbital gap (alpha / beta)   5.913 / 5.966 eV
Expectation value of S²   2.006
Highest occupied orbital energy (alpha / beta)   -3.00 / -3.06 eV
E_tot   -2778.17322 Ha
2S+1   3
Total charge   -1
Relative energy (zero: lowest compared OMol25 entry of this formula, charge and spin)   0.00 kcal per mole